{"formula": "C42H57FN3O5SSbSi2Sn", "method": "ωB97M-V with the def2-TZVPD basis set", "energy_ha": -3706.80774, "homo_lumo_gap_ev": 6.8528, "max_force_ev_per_a": 0.19, "homo_ev": -6.675, "relative_energy_kcal_mol": 0.0, "e_lumo_ha": 0.0065, "elements": ["Sn", "O", "C", "C", "C", "C", "C", "C", "N", "H", "H", "H", "H", "H", "H", "H", "C", "C", "C", "C", "C", "C", "C", "F", "C", "C", "C", "O", "C", "C", "N", "C", "C", "O", "O", "H", "H", "H", "H", "H", "H", "H", "H", "H", "H", "H", "C", "Si", "C", "C", "C", "C", "C", "C", "C", "C", "N", "Si", "C", "C", "C", "H", "H", "H", "H", "H", "H", "H", "H", "H", "H", "H", "H", "H", "H", "H", "H", "H", "H", "H", "H", "H", "H", "C", "S", "O", "C", "C", "C", "C", "C", "C", "H", "H", "H", "H", "H", "H", "H", "H", "C", "Sb", "C", "C", "H", "H", "H", "H", "H", "H", "H", "H", "H"], "positions_angstrom": [[0.6755, -0.8370, 0.7288], [0.6053, 3.3637, 1.0488], [1.6876, 4.0190, 1.6742], [2.6862, 3.0355, 2.2362], [3.3638, 3.2370, 3.4322], [4.2677, 2.2743, 3.8471], [4.4604, 1.1465, 3.0617], [3.7329, 1.0286, 1.8889], [2.8667, 1.9554, 1.4860], [0.9356, 2.5284, 0.6769], [1.2865, 4.6519, 2.4673], [2.2107, 4.6694, 0.9594], [3.1733, 4.1226, 4.0249], [4.8079, 2.3962, 4.7774], [5.1536, 0.3691, 3.3534], [3.8364, 0.1682, 1.2355], [-5.0167, -0.2721, -4.8131], [-4.4900, 1.1080, -4.4500], [-5.6360, 2.0669, -4.1664], [-5.1009, 3.4544, -3.8645], [-4.1174, 3.3912, -2.7295], [-3.9070, 4.4814, -1.9151], [-3.0025, 4.4069, -0.8629], [-2.8296, 5.5050, -0.1030], [-2.3072, 3.2666, -0.5822], [-2.5086, 2.1451, -1.3979], [-1.7598, 0.9143, -1.0859], [-1.0594, 0.8744, -0.0606], [-1.9253, -0.1540, -2.0254], [-2.8273, -0.0126, -3.0386], [-3.5816, 1.0720, -3.2753], [-3.4055, 2.2036, -2.4725], [-1.1776, -1.4672, -1.9951], [-1.4709, -2.3237, -2.8234], [-0.2343, -1.5934, -1.1338], [-5.7891, -0.1551, -5.5729], [-5.4615, -0.7602, -3.9442], [-4.2528, -0.9270, -5.2267], [-3.9138, 1.5044, -5.2940], [-6.2168, 1.6875, -3.3202], [-6.2936, 2.0881, -5.0356], [-5.9085, 4.1424, -3.6127], [-4.6108, 3.8547, -4.7579], [-4.4474, 5.4047, -2.0844], [-1.6080, 3.2173, 0.2429], [-2.9431, -0.8574, -3.7001], [-2.0724, -1.7031, 4.9287], [-1.3014, -0.8909, 3.4144], [0.1042, 0.1850, 4.0603], [-2.6065, 0.2541, 2.7087], [-0.6036, -2.1348, 2.1725], [0.5087, -2.8443, 2.8858], [0.3211, -3.8651, 3.8310], [1.4117, -4.4213, 4.4698], [2.6887, -3.9541, 4.1815], [2.8012, -2.9460, 3.2446], [1.7535, -2.4188, 2.6144], [-1.8237, -3.2895, 1.3344], [-2.7544, -4.4566, 2.4984], [-0.9265, -4.4382, 0.1560], [-3.1538, -2.2972, 0.4488], [-2.3341, -0.9164, 5.6427], [-1.3935, -2.3927, 5.4335], [-2.9893, -2.2430, 4.6858], [-0.2932, 0.8835, 4.8025], [0.5732, 0.7809, 3.2710], [0.8884, -0.4044, 4.5424], [-2.9239, 0.9289, 3.5096], [-3.4902, -0.2773, 2.3526], [-2.2155, 0.8586, 1.8898], [-0.6792, -4.2008, 4.0601], [1.2689, -5.2110, 5.1974], [3.5665, -4.3593, 4.6653], [3.7727, -2.5435, 2.9722], [-2.1229, -5.2767, 2.8471], [-3.5778, -4.9054, 1.9341], [-3.1854, -3.9609, 3.3699], [-0.0625, -4.8862, 0.6580], [-0.5891, -3.9172, -0.7413], [-1.5884, -5.2534, -0.1497], [-4.0443, -2.2004, 1.0748], [-3.4441, -2.7994, -0.4778], [-2.8149, -1.2926, 0.1981], [1.3368, 1.1435, -3.0366], [2.1011, 1.4211, -1.4316], [3.0780, 0.3009, -1.2860], [3.0549, 2.8672, -1.8681], [4.4084, 2.7403, -2.1255], [5.1427, 3.8790, -2.4290], [4.5235, 5.1208, -2.4641], [3.1667, 5.2353, -2.1850], [2.4263, 4.1046, -1.8750], [2.1201, 1.0370, -3.7863], [0.6759, 1.9792, -3.2727], [0.7630, 0.2213, -2.9420], [4.8637, 1.7591, -2.0736], [6.2026, 3.7961, -2.6330], [5.1012, 6.0059, -2.6976], [2.6894, 6.2067, -2.1960], [1.3732, 4.1838, -1.6217], [2.3992, -2.8251, -2.7801], [2.5342, -2.9416, -0.6592], [2.6628, -5.0782, -0.5024], [4.6326, -2.5600, -0.4723], [3.0568, -3.5605, -3.2438], [2.6977, -1.8209, -3.0805], [1.3643, -3.0002, -3.0743], [3.5087, -5.4365, -1.0896], [1.7419, -5.5226, -0.8769], [2.7949, -5.3679, 0.5405], [5.1847, -3.1518, -1.2026], [4.9738, -2.8220, 0.5301], [4.8056, -1.4994, -0.6504]], "forces_ev_per_angstrom": [[-0.1, 0.1, 0.0], [0.0, 0.1, 0.0], [0.0, 0.0, 0.0], [-0.1, 0.0, 0.0], [0.0, 0.0, 0.0], [0.0, 0.0, 0.0], [0.0, 0.0, 0.0], [0.0, 0.0, 0.0], [0.1, -0.1, 0.0], [0.0, 0.0, 0.1], [0.0, 0.0, 0.0], [0.0, 0.0, 0.0], [0.0, 0.0, 0.0], [0.0, 0.0, 0.0], [0.0, 0.0, 0.0], [0.0, 0.0, 0.0], [0.0, 0.0, 0.0], [0.0, 0.0, 0.0], [0.0, 0.0, 0.0], [0.0, 0.0, 0.0], [0.0, 0.0, 0.0], [0.0, 0.0, 0.0], [0.0, 0.0, 0.0], [0.0, 0.0, 0.0], [0.0, 0.0, 0.0], [0.0, 0.0, 0.0], [0.0, 0.0, 0.0], [0.0, 0.0, -0.1], [0.0, 0.0, 0.0], [0.0, 0.0, 0.0], [0.0, 0.0, 0.0], [0.0, 0.0, 0.0], [0.0, 0.0, -0.1], [0.0, 0.0, 0.0], [0.0, 0.0, 0.0], [0.0, 0.0, 0.0], [0.0, 0.0, 0.0], [0.0, 0.0, 0.0], [0.0, 0.0, 0.0], [0.0, 0.0, 0.0], [0.0, 0.0, 0.0], [0.0, 0.0, 0.0], [0.0, 0.0, 0.0], [0.0, 0.0, 0.0], [0.0, 0.0, 0.0], [0.0, 0.0, 0.0], [0.0, 0.0, 0.0], [0.0, 0.0, 0.0], [0.0, 0.0, 0.0], [0.0, 0.0, 0.0], [0.1, -0.1, 0.0], [0.0, 0.0, 0.0], [0.0, 0.0, 0.0], [0.0, 0.0, 0.0], [0.0, 0.0, 0.0], [0.0, 0.0, 0.0], [0.0, 0.1, 0.1], [0.0, 0.0, 0.0], [0.0, 0.0, 0.0], [0.0, 0.0, 0.0], [0.0, 0.0, 0.0], [0.0, 0.0, 0.0], [0.0, 0.0, 0.0], [0.0, 0.0, 0.0], [0.0, 0.0, 0.0], [0.0, 0.0, 0.0], [0.0, 0.0, 0.0], [0.0, 0.0, 0.0], [0.0, 0.0, 0.0], [0.0, 0.0, 0.0], [0.0, 0.0, 0.0], [0.0, 0.0, 0.0], [0.0, 0.0, 0.0], [0.0, 0.0, 0.0], [0.0, 0.0, 0.0], [0.0, 0.0, 0.0], [0.0, 0.0, 0.0], [0.0, 0.0, 0.0], [0.0, 0.0, 0.0], [0.0, 0.0, 0.0], [0.0, 0.0, 0.0], [0.0, 0.0, 0.0], [0.0, 0.0, 0.0], [0.0, 0.1, 0.0], [0.0, -0.2, -0.1], [0.1, -0.1, 0.0], [0.0, 0.1, 0.0], [0.0, 0.0, 0.0], [0.0, 0.0, 0.0], [0.0, 0.0, 0.0], [0.0, 0.0, 0.0], [0.0, 0.0, 0.0], [0.0, 0.0, 0.0], [0.0, 0.0, 0.0], [0.0, 0.0, 0.0], [0.0, 0.0, 0.0], [0.0, 0.0, 0.0], [0.0, 0.0, 0.0], [0.0, 0.0, 0.0], [0.0, 0.0, 0.0], [0.0, 0.0, 0.0], [0.0, 0.0, 0.0], [0.0, 0.0, 0.0], [0.0, 0.0, 0.0], [0.0, 0.0, 0.0], [0.0, 0.0, 0.0], [0.0, 0.0, 0.0], [0.0, 0.0, 0.0], [0.0, 0.0, 0.0], [0.0, 0.0, 0.0], [0.0, 0.0, 0.0], [0.0, 0.0, 0.0], [0.0, 0.0, 0.0]], "mulliken_charge": [0.21, -0.37, -0.63, 0.67, -1.06, -0.42, -0.98, -0.27, 0.32, -0.02, 0.45, 0.19, 0.47, 0.42, 0.47, 0.61, -1.81, 0.54, -0.96, -1.13, 1.02, -0.80, -0.13, -0.38, -0.56, 1.09, 0.66, -0.46, -0.27, -0.70, 0.34, -0.96, -0.25, -0.83, 0.26, 0.44, 0.37, 0.52, 0.13, 0.33, 0.37, 0.45, 0.33, 0.50, 0.56, 0.73, -1.19, 0.38, -0.76, -0.77, 2.88, -2.27, -0.47, -1.14, -0.95, -0.47, 0.57, 0.69, -1.35, -0.76, -0.86, 0.41, 0.35, 0.32, 0.54, -0.09, 0.27, 0.53, 0.30, -0.14, 0.63, 0.46, 0.43, 0.30, 0.33, 0.38, 0.29, 0.14, 0.09, 0.56, 0.57, 0.37, -0.19, -1.01, 1.54, -0.72, 0.28, -0.57, -0.65, -0.51, -0.57, -0.82, 0.56, 0.39, -0.07, 0.43, 0.41, 0.38, 0.44, 0.39, -1.28, 0.86, -1.48, -1.17, 0.52, 0.20, 0.34, 0.50, 0.42, 0.39, 0.49, 0.36, 0.13]}